[1]
Entry from the Open Molecules 2025 dataset: a molecular structure, C4H7NO at a distorted geometry (ωB97M-V/def2-TZVPD).

- E_HOMO: -7.56 eV
- LUMO energy: 0.53 eV
- Kohn-Sham gap: 8.095 eV

Each line ends with the Mulliken charge.
Cartesian coordinates (Å):
1 C 1.2045 -0.4338 1.2421  -1.368
2 C -0.0146 0.1409 0.5636  0.353
3 N 0.0883 0.3277 -0.9365  -0.012
4 C -1.4048 0.3474 -1.0172  -0.259
5 C -1.1376 -0.8154 0.0060  -0.517
6 O -0.0317 -1.1688 -1.0461  -0.278
7 H 2.0227 0.2931 1.3098  0.341
8 H 1.5508 -1.3278 0.7202  0.306
9 H 0.9202 -0.7174 2.2606  0.341
10 H -0.3583 1.0650 1.0424  0.301
11 H 0.7578 0.9565 -1.4574  0.278
12 H -1.7516 0.0423 -2.0069  0.247
13 H -1.8457 1.2903 -0.6806  0.266


[2]
Entry from the Open Molecules 2025 dataset: C5H8N4 in the gas phase at a distorted geometry (ωB97M-V/def2-TZVPD).

- E_HOMO: -9.00 eV
- LUMO energy: -0.29 eV
- Kohn-Sham gap: 8.711 eV

Each line ends with the Mulliken charge.
Cartesian coordinates (Å):
1 C -0.4732 2.2946 0.1537  -0.264
2 C 1.4074 0.8201 0.0997  -0.014
3 C 0.3410 -1.3980 0.7871  0.000
4 C -1.1630 -2.2384 -0.9747  -0.317
5 C -0.4435 -1.1416 -1.6194  -0.227
6 H -0.4681 1.5531 2.0071  0.309
7 H -0.9822 2.8118 -0.4895  0.579
8 H 2.1832 0.2015 -0.5245  0.347
9 H 0.1617 -1.9435 1.6373  0.476
10 H -1.9847 -2.2926 -0.2048  0.229
11 H -1.6568 -3.1732 -1.5447  0.203
12 H 0.0609 -1.3752 -2.7029  0.228
13 H -0.6533 -0.0669 -1.3487  0.176
14 N -1.1896 2.0100 1.2353  -0.555
15 N 0.9577 2.2015 -0.0609  -0.462
16 N 0.8432 -0.1480 0.9972  -0.406
17 N 0.1496 -2.0255 -0.3870  -0.303


[3]
Entry from the Open Molecules 2025 dataset: a molecular structure, C2H12N3ReS at a distorted geometry (ωB97M-V/def2-TZVPD).

- Multiplicity: 4
- E_HOMO (alpha / beta): -10.52 / -12.64 eV
- LUMO energy (alpha / beta): -3.46 / -3.95 eV
- Total charge: +1
- Kohn-Sham gap (alpha / beta): 7.057 / 8.686 eV

Each line ends with the Mulliken charge.
Cartesian coordinates (Å):
1 C -1.6535 0.8701 -2.3183  -0.900
2 Re -0.7462 0.2715 -0.6096  0.490
3 N -2.4270 0.6336 0.6857  -0.791
4 H 0.8342 0.4817 -1.2100  -0.039
5 H -1.3770 -1.0904 -1.2867  -0.024
6 H -1.1206 0.6036 -3.3215  0.347
7 H -1.2513 1.7994 -1.7877  0.167
8 H -2.7785 0.9260 -2.4775  0.303
9 H -2.2793 1.2605 1.5113  0.331
10 H -2.8939 -0.1727 1.1138  0.337
11 H -3.1946 1.1134 0.2034  0.346
12 N 2.3165 -0.2299 2.2100  -0.376
13 C 1.9586 -0.8474 1.0842  0.594
14 N 2.9122 -1.3846 0.3063  -0.358
15 S 0.2683 -1.2568 0.7212  -0.344
16 H 3.2949 -0.0501 2.4104  0.215
17 H 1.6031 0.1329 2.8365  0.231
18 H 2.6281 -1.8418 -0.5464  0.256
19 H 3.9061 -1.2189 0.4748  0.213


[4]
Entry from the Open Molecules 2025 dataset: 6 unconnected molecules or ions with the total composition C31H84N5O8P3 at a distorted geometry (ωB97M-V/def2-TZVPD).

- E_HOMO: -7.94 eV
- LUMO energy: 0.31 eV
- Kohn-Sham gap: 8.254 eV

Each line ends with the Mulliken charge.
Cartesian coordinates (Å):
1 C -1.3821 1.4471 -6.5959  -1.275
2 C -2.4363 0.5556 -5.9346  -0.085
3 C -1.9654 -0.8579 -5.5633  -1.036
4 C -0.5328 -1.0275 -5.0497  -0.428
5 C -0.3935 -0.8769 -3.5387  -0.050
6 C -0.7716 0.4872 -2.9948  -0.995
7 C -0.4771 0.5647 -1.5004  3.025
8 C 0.9959 0.8675 -1.1607  -0.898
9 C 1.1369 1.9916 -0.1328  -1.201
10 C 0.3999 1.6442 1.1821  1.139
11 C -0.8159 2.5086 1.5437  -1.199
12 P -2.4434 1.6132 1.1584  0.122
13 P -4.4452 0.4139 0.5871  -0.414
14 P -3.8248 -1.6380 0.3452  1.002
15 O -4.6710 -2.5512 1.1026  -0.719
16 O -2.2867 -1.7694 0.8387  -0.074
17 O -3.7257 -1.9667 -1.2258  -0.545
18 H -0.8357 2.0254 -5.8518  0.247
19 H -1.8449 2.1598 -7.2745  0.383
20 H -0.6518 0.8563 -7.1450  0.294
21 H -3.2546 0.4466 -6.6477  0.344
22 H -2.8772 1.0729 -5.0845  0.214
23 H -2.1427 -1.5213 -6.4083  0.498
24 H -2.6176 -1.2195 -4.7631  0.146
25 H -0.2476 -2.0552 -5.2749  -0.058
26 H 0.1918 -0.3956 -5.5633  0.544
27 H -1.0164 -1.6402 -3.0678  -0.120
28 H 0.6366 -1.1191 -3.2634  0.523
29 H -1.8473 0.6155 -3.1318  0.193
30 H -0.2796 1.2974 -3.5350  0.290
31 H -0.8268 -0.3596 -1.0344  -1.743
32 H -1.0667 1.3838 -1.0922  -0.374
33 H 1.5184 -0.0146 -0.7875  0.356
34 H 1.4958 1.1405 -2.0919  0.479
35 H 0.7808 2.9257 -0.5688  0.449
36 H 2.1968 2.1145 0.0863  0.368
37 H 1.1297 1.7607 1.9831  -0.094
38 H 0.1484 0.5792 1.1597  -0.541
39 H -0.7954 3.4391 0.9748  0.432
40 H -0.7676 2.7976 2.5933  0.523
41 H -3.1037 2.0179 2.3282  0.114
42 H -1.7565 0.3850 1.0872  0.050
43 H -2.6786 2.3656 -0.0047  0.041
44 H -4.6253 0.7344 -0.7731  0.006
45 H -1.6533 -1.6007 0.1243  -0.360
46 H -3.0691 -2.6580 -1.3886  0.296
47 C 3.8495 0.0548 6.6251  -1.434
48 C 3.6889 1.4989 6.1581  0.205
49 C 3.0202 1.6320 4.7845  -0.483
50 O 3.8498 1.3197 3.6819  -0.417
51 C 3.9818 -0.0553 3.3873  -0.613
52 N 4.9864 2.1684 6.2237  -0.506
53 H 4.6824 -0.4374 6.1226  0.294
54 H 4.0586 0.0306 7.6939  0.356
55 H 2.9450 -0.5291 6.4423  0.322
56 H 3.0256 2.0028 6.8691  0.380
57 H 2.7399 2.6793 4.6443  0.352
58 H 2.0943 1.0396 4.7407  0.337
59 H 3.0542 -0.6007 3.5934  0.194
60 H 4.7982 -0.5186 3.9467  0.281
61 H 4.2084 -0.1429 2.3245  0.291
62 H 4.8927 3.1655 6.0500  0.201
63 H 5.5565 1.8302 5.4529  0.252
64 C 6.5098 4.1916 8.9807  -1.393
65 C 7.3333 4.8582 7.8835  0.331
66 C 8.1030 6.1014 8.3413  -0.721
67 O 7.3116 7.2593 8.5174  -0.381
68 C 6.6289 7.3509 9.7516  -0.636
69 N 6.4571 5.1284 6.7424  -0.559
70 H 5.5914 4.7443 9.1822  0.294
71 H 6.2213 3.1896 8.6653  0.287
72 H 7.0749 4.1149 9.9119  0.366
73 H 8.0855 4.1351 7.5527  0.343
74 H 8.8238 6.3627 7.5621  0.353
75 H 8.6728 5.8900 9.2564  0.402
76 H 7.2180 6.9149 10.5646  0.298
77 H 5.6522 6.8616 9.7184  0.226
78 H 6.4740 8.4091 9.9592  0.257
79 H 7.0055 5.4538 5.9516  0.256
80 H 5.8632 5.9199 6.9762  0.261
81 C -7.9603 3.2272 -8.7495  -1.397
82 C -6.8649 2.4021 -9.4173  0.357
83 C -6.7578 0.9664 -8.8902  -0.757
84 O -6.1430 0.8445 -7.6239  -0.286
85 C -6.9782 1.0901 -6.5096  -0.713
86 N -5.5978 3.1307 -9.3227  -0.713
87 H -7.6589 3.5646 -7.7578  0.276
88 H -8.1711 4.1161 -9.3426  0.351
89 H -8.8852 2.6559 -8.6508  0.346
90 H -7.1159 2.3194 -10.4796  0.400
91 H -6.1194 0.4014 -9.5743  0.333
92 H -7.7412 0.4765 -8.8823  0.395
93 H -8.0024 0.7541 -6.6983  0.344
94 H -6.9935 2.1476 -6.2338  0.256
95 H -6.5726 0.5266 -5.6698  0.231
96 H -4.8887 2.6542 -9.8717  0.278
97 H -5.2685 3.0635 -8.3634  0.300
98 C 0.5648 -7.2537 -2.6303  -1.649
99 C -0.2572 -6.3070 -1.7622  0.174
100 C -0.8490 -5.1174 -2.5247  0.126
101 O 0.1028 -4.1223 -2.8532  -0.099
102 C 0.8329 -4.3682 -4.0420  -0.901
103 N 0.5327 -5.8466 -0.6230  -0.697
104 H 1.5469 -6.8373 -2.8554  0.306
105 H 0.7259 -8.1942 -2.1049  0.411
106 H 0.0599 -7.4723 -3.5735  0.349
107 H -1.1017 -6.8791 -1.3621  0.471
108 H -1.5724 -4.6295 -1.8640  -0.578
109 H -1.3901 -5.4328 -3.4279  0.575
110 H 0.2162 -4.8664 -4.7967  0.392
111 H 1.7257 -4.9683 -3.8504  0.240
112 H 1.1494 -3.4005 -4.4272  0.269
113 H -0.0816 -5.3361 0.0092  0.278
114 H 1.1871 -5.1516 -0.9724  0.351
115 C -0.7337 -4.4613 4.0964  -1.626
116 C 0.0826 -3.6039 3.1346  0.297
117 C -0.7500 -2.9838 2.0071  -0.527
118 O -1.1257 -3.8775 0.9673  0.241
119 C -2.2665 -4.6861 1.2506  -1.061
120 N 1.2220 -4.3888 2.6548  -0.725
121 H -0.9563 -5.4392 3.6687  0.343
122 H -0.1698 -4.6314 5.0124  0.384
123 H -1.6768 -3.9791 4.3601  0.356
124 H 0.4881 -2.7595 3.7019  0.350
125 H -0.1407 -2.2181 1.5162  -0.042
126 H -1.6420 -2.4881 2.4110  0.550
127 H -2.9973 -4.1501 1.8560  0.510
128 H -1.9879 -5.6158 1.7527  0.288
129 H -2.7259 -4.9493 0.2951  0.204
130 H 1.8476 -3.7980 2.1153  0.317
131 H 0.8990 -5.0911 1.9943  0.252


What did we get for E_tot? Answer: -7791.9938 -11268.2835 -19695.0489 -85202.7917 eV, in the order shown.